C7H13NO3S | the ωB97M-V functional and the def2-TZVPD basis

Structure (XYZ):
```
25
Properties=species:S:1:pos:R:3:mulliken_charge:R:1
H -2.5068 -0.7096 3.4349 0.296
C -1.4348 -0.7367 2.9642 -0.931
C -1.0804 0.6308 2.0972 0.448
C -1.4483 0.7759 0.4720 -0.788
S 2.5009 0.0516 -1.2007 1.004
O 3.6807 0.9870 -1.6636 -0.601
H -0.6387 0.3863 -2.6653 0.249
H 0.2528 -0.7593 0.3316 0.320
C 0.6549 -1.5297 -2.2407 -0.384
N -0.4144 1.6650 2.7649 -0.666
O 2.9831 -0.8311 0.0015 -0.574
H 0.7273 -2.3720 -1.4234 0.299
H -1.3678 -1.7270 2.3027 0.252
H 0.7272 1.8938 -1.4624 0.344
C -0.2006 0.1067 -0.3533 -0.003
H -2.4794 0.2347 0.3405 0.304
H 0.3444 -2.0861 -3.2467 0.313
H -0.6250 -0.8463 3.8094 0.301
H -0.2524 2.4204 2.0434 0.275
C 1.0750 1.1622 -0.5898 -0.656
O 1.9283 -0.8470 -2.5313 -0.306
H -1.5681 1.9021 0.1577 0.305
C -0.5774 -0.4727 -1.8396 -0.508
H 1.3569 1.7523 0.3810 0.356
H -1.5767 -1.0784 -1.9025 0.350
```

## Properties
Total charge ... 0
SMILES ... [H]/N=C(/C)C[C@H]1CCOS(=O)(=O)C1
F_max ... 7.02 eV Å⁻¹
Lowest unoccupied orbital energy ... 0.36 eV
DFT total energy ... -952.9791 hartree
ΔE to the lowest compared entry with this formula, charge and spin ... 6.513 eV

***

C22H64BF3HgNO10S | the ωB97M-V functional and the def2-TZVPD basis

Structure (XYZ):
```
103
Properties=species:S:1:pos:R:3:mulliken_charge:R:1
H 6.3315 -10.0022 13.3475 0.315
H 11.2158 -10.9138 17.3958 0.377
H 12.6019 -15.9256 8.4139 0.288
H 14.2732 -17.1700 10.5742 0.359
B 11.8044 -9.7189 12.0447 0.638
C 11.8439 -13.9020 15.7802 0.388
H 6.1109 -12.8441 10.9687 0.392
H 17.0238 -11.7750 17.9675 0.360
H 11.4716 -18.7723 17.9078 0.365
H 5.7665 -14.6373 17.1739 0.329
C 13.6816 -16.3453 10.1766 0.643
H 13.4694 -12.6677 11.3635 0.424
H 14.2641 -12.0754 18.2754 0.296
H 9.5158 -14.8495 11.7700 0.090
H 11.5978 -15.7052 11.0508 -0.164
C 16.6367 -10.8329 18.3555 -1.474
H 9.7680 -11.3874 16.3589 -0.317
C 6.5959 -16.5474 16.8069 -1.386
H 16.5295 -10.9072 19.4377 0.344
C 15.4033 -10.3892 17.5981 0.511
H 7.8221 -15.1833 11.4362 0.379
Hg 9.6740 -10.4655 12.8225 0.274
C 12.4029 -16.4370 11.1164 -0.946
H 7.1503 -12.7042 9.4991 0.387
H 15.3233 -15.4256 10.0197 0.361
H 12.7599 -17.6579 8.7812 0.380
H 7.4705 -8.4326 15.1009 0.168
H 6.7448 -9.3082 16.3966 0.332
H 11.4209 -16.1139 19.4473 0.251
O 10.4660 -12.1412 14.1998 -0.444
C 13.2607 -16.6907 8.8246 -1.420
H 12.6157 -9.0847 11.7222 -0.182
H 15.1804 -12.2640 16.7454 0.405
H 12.6472 -9.1582 16.8506 0.114
H 15.1393 -8.6306 18.2158 0.352
H 7.8059 -12.9913 12.4452 -0.665
H 9.5622 -8.3223 15.3674 0.305
H 5.2144 -11.7413 13.7637 0.308
H 9.0037 -17.6954 18.5052 0.459
H 15.7701 -9.9193 16.6856 0.309
H 11.7041 -17.2309 17.0858 0.151
H 9.6776 -12.3912 10.4499 0.144
O 9.3545 -12.1982 11.3330 -0.463
H 17.3635 -10.0208 18.3426 0.368
H 11.5305 -10.4116 11.2641 -0.462
H 12.0045 -12.6893 10.5214 0.334
C 10.9469 -9.6449 15.6778 1.164
H 5.6273 -12.0011 15.3506 0.246
H 7.9317 -11.1253 15.3034 -0.066
C 10.8639 -16.9841 19.1000 0.572
C 8.6469 -14.5086 11.2069 -1.388
H 6.9619 -11.5005 10.6357 0.385
O 14.3992 -15.1822 10.1113 -0.658
H 9.4621 -16.0387 17.7018 0.223
C 14.5542 -11.5982 17.3393 -0.601
O 11.5271 -14.0534 13.1376 -0.671
H 5.7669 -8.4265 15.2847 0.501
H 11.9532 -17.4213 10.9852 0.458
C 10.3748 -10.5878 16.7839 -0.937
F 12.1230 -15.2214 15.8426 -0.176
O 9.5058 -14.2664 14.5641 -0.945
H 9.6338 -10.0548 17.3797 0.494
H 7.1203 -17.0778 16.0121 0.270
S 10.7401 -13.5459 14.2472 1.801
H 8.2537 -14.3731 15.8406 0.398
H 12.7478 -16.3143 12.1431 0.310
H 8.9478 -16.2735 19.3786 0.381
C 9.4943 -16.7230 18.5495 -1.180
C 11.6363 -17.7062 18.0644 -1.325
N 12.6949 -13.2234 11.0296 0.075
C 5.4326 -11.1737 14.6683 -1.387
C 8.2165 -13.0837 11.4397 1.847
H 10.0490 -17.5950 20.7267 0.315
H 13.9817 -16.6384 8.0088 0.366
C 6.5294 -10.2423 14.3921 0.583
O 7.8068 -14.5026 16.6804 -0.454
H 7.0964 -16.6940 17.7640 0.248
H 13.7103 -11.2759 16.7292 -0.381
C 6.6316 -9.0881 15.3350 -1.408
C 7.0949 -12.5809 10.5807 -1.664
H 5.6480 -17.0671 16.9468 0.453
F 12.9571 -13.2014 15.6020 -0.156
F 11.2458 -13.4800 16.8614 -0.132
C 11.8582 -8.5848 16.3640 -1.314
O 14.7395 -9.4648 18.4725 -0.554
H 6.5898 -15.4201 14.3243 0.368
H 11.3087 -8.1041 17.1734 0.414
H 11.5408 -10.2779 15.0184 -0.414
O 10.6632 -17.9977 20.1084 -0.576
H 6.2298 -13.8767 14.7065 -0.031
C 6.4957 -15.1010 16.5094 0.651
H 12.0348 -10.2263 12.9687 -0.589
O 9.9260 -9.0877 14.9165 -0.526
H 12.2164 -13.5038 11.8737 0.157
H 4.8968 -15.0148 14.9474 0.447
H 10.9968 -9.0177 12.1868 -0.197
H 9.0176 -14.6412 10.1905 0.421
H 12.3063 -7.8440 15.7018 0.376
H 12.6942 -17.8049 18.3074 0.398
H 13.0094 -14.0034 10.4704 0.209
O 7.6917 -10.9528 14.3900 0.027
H 4.4831 -10.6661 14.8383 0.441
C 5.9742 -14.8810 15.0444 -1.242
```

## Properties
Total charge ... 0
Multiplicity ... 2
F_max ... 4.52 eV Å⁻¹
Lowest unoccupied orbital energy (spin up / spin down) ... -0.18 / -0.21 eV
DFT total energy ... -2559.5529 hartree

***

C5H13N2S | the ωB97M-V functional and the def2-TZVPD basis

Structure (XYZ):
```
21
Properties=species:S:1:pos:R:3:mulliken_charge:R:1
H -1.1811 -0.1229 1.5831 0.384
C 0.8720 -0.7281 -1.0874 -0.560
H -1.0659 -1.5307 -1.9520 0.323
H -0.9144 1.9667 -1.5146 0.377
S 1.8355 -1.4085 1.3419 0.148
H -0.5354 1.4965 1.0055 0.365
H 1.6650 -1.5379 -1.2938 0.357
N 1.5373 -0.3048 0.1940 -0.251
H -1.6405 0.7509 -2.5487 0.397
H 2.9948 -1.1141 3.4374 0.327
H -0.7564 -1.9493 -0.1551 0.363
H 2.8039 0.4443 2.4694 0.296
N -1.3804 0.0540 -0.5255 0.044
C -1.0123 0.6409 0.8030 -0.665
C -1.5317 1.1089 -1.5445 -1.137
C -0.5588 -1.1526 -0.9277 -0.485
H -2.3528 -0.2987 -0.4397 0.404
H 1.4266 -0.1530 3.3567 0.298
H 1.0034 0.0512 -1.8904 0.307
C 2.2700 -0.4827 2.8565 -0.806
H -2.4758 1.4611 -1.3983 0.513
```

## Properties
Total charge ... +1
F_max ... 5.78 eV Å⁻¹
Lowest unoccupied orbital energy (spin up / spin down) ... -4.59 / -3.83 eV
DFT total energy ... -705.5742 hartree
ΔE to the lowest compared entry with this formula, charge and spin ... 5.218 eV

***

C18H21N3O7 | the ωB97M-V functional and the def2-TZVPD basis

Structure (XYZ):
```
49
Properties=species:S:1:pos:R:3:mulliken_charge:R:1
H 2.4391 3.0275 -0.1167 0.462
H -0.0616 -0.2587 3.5046 0.492
C 1.3386 0.3874 -2.2257 1.754
C 3.7029 1.3971 -2.0336 -0.169
C -0.1659 0.7075 -2.5185 -1.020
C -0.7878 -0.9855 3.8423 -0.791
N 2.3162 -0.6342 -4.4685 -0.539
O -0.1965 -0.6298 6.0928 -0.601
O -3.2862 -3.2175 2.6671 -0.626
O -1.8792 2.1156 -3.4235 -0.301
O -1.8493 4.1931 -4.2856 -0.487
C -1.5773 -1.6521 2.9961 0.127
O -1.9121 -2.4535 7.0852 -0.555
C 2.2063 1.6186 -1.8234 0.267
H -0.6946 0.6791 -1.5389 0.207
H 0.6968 -1.5554 -1.5898 0.571
O 3.1299 -3.7356 -0.5719 -0.456
N 4.7809 1.0869 -2.0976 -0.465
C 2.7242 -1.3913 -0.8589 -0.459
C -2.6580 -2.9058 4.9149 -0.930
H -0.1120 2.9262 -2.6036 0.425
H -3.3738 -3.6432 5.2506 0.420
H 2.4848 1.2973 0.3686 0.245
C 2.4750 -2.8199 -0.2431 0.148
C 1.9444 -0.1711 -3.5184 -0.258
H -3.5161 3.1668 -1.7306 0.283
H -0.5819 -0.1280 -3.1150 0.459
C -3.5091 3.8167 -2.6306 -0.919
C -1.8657 -2.2418 5.7641 0.366
C -0.4448 2.0535 -3.2079 -0.591
O -1.5146 -1.4609 1.6674 -0.435
N 1.3816 -2.9548 0.7041 -0.578
C -0.8822 -1.2219 5.2824 0.893
H 0.7965 -0.3860 -0.2368 0.628
H 0.9158 2.0915 -0.1498 0.324
H 1.3338 -2.1365 1.3115 0.280
H 1.9863 2.5406 -2.3971 0.671
H 0.5007 -2.9795 0.1917 0.324
C 1.3230 -0.7522 -1.1352 -1.677
H 0.0344 2.1424 -4.2066 0.282
H -2.1867 -2.0597 1.2860 0.337
H 3.3549 -1.5155 -1.7531 0.455
C -2.5792 -2.6517 3.4798 0.952
C -2.3148 3.4138 -3.5324 0.640
H 3.2161 -0.7970 -0.0551 0.228
H -1.2469 -1.8527 7.4728 0.357
H -4.4703 3.6225 -3.1493 0.276
H -3.4289 4.8823 -2.3522 0.308
C 2.0138 2.0253 -0.3130 -1.324
```

## Properties
Total charge ... 0
SMILES ... CC(=O)OCC[C@](C#N)(CCC(N)=O)[C@@H](C)C#N.O=C1C=C(O)C(=O)C=C1O
F_max ... 5.23 eV Å⁻¹
Lowest unoccupied orbital energy ... -1.96 eV
DFT total energy ... -1389.3997 hartree
ΔE to the lowest compared entry with this formula, charge and spin ... 3.660 eV